Formula: C3H5N2S
Source: the Open Molecules 2025 dataset
Level of theory: ωB97M-V with the def2-TZVPD basis set

```
! wB97M-V def2-TZVPD RIJCOSX def2/J DEFGRID3
* xyz 1 1
C -0.851 -0.998 -0.223
C -0.884 -2.541 1.759
C 0.638 0.904 0.030
N -0.165 0.136 -0.575
N -0.558 -1.525 1.119
S -1.384 -3.725 2.597
H -1.109 -1.645 -1.090
H 1.205 0.766 0.881
H 0.882 1.884 -0.392
H -0.525 0.522 -1.503
H -0.088 -0.702 1.545
*
```

Calculated values
Gap between HOMO and LUMO (spin up / spin down) = 0.2340 / 0.2340 Ha
HOMO (spin up / spin down) = -11.90 / -11.91 eV
F_max = 4.061 eV/Å
Relative energy (zero: lowest compared OMol25 entry of this formula, charge and spin) = 85.2 kcal per mole

Formula: C9H58NO21
Source: the Open Molecules 2025 dataset
Level of theory: ωB97M-V with the def2-TZVPD basis set

```
! wB97M-V def2-TZVPD RIJCOSX def2/J DEFGRID3
* xyz -1 1
C 7.577 7.400 26.799
C 6.417 7.260 27.782
C 6.626 8.305 28.878
C 6.472 9.712 28.359
C 5.095 9.820 27.742
C 4.721 8.775 26.686
N 5.133 7.462 27.173
O 4.783 6.377 26.357
C 5.391 9.176 25.350
C 3.217 8.740 26.526
C 6.484 5.900 28.428
H 7.446 6.735 25.937
H 8.546 7.083 27.200
H 7.710 8.403 26.395
H 7.604 8.156 29.349
H 5.924 8.087 29.687
H 7.335 9.973 27.732
H 6.583 10.471 29.148
H 4.985 10.810 27.250
H 4.370 9.972 28.551
H 5.860 8.378 24.789
H 6.161 9.935 25.503
H 4.647 9.645 24.690
H 2.710 8.628 27.483
H 2.958 7.903 25.878
H 2.878 9.686 26.090
H 5.544 5.694 28.936
H 7.391 5.790 29.031
H 6.701 5.154 27.656
O 8.032 10.187 22.756
H 7.760 10.718 23.538
H 7.481 10.522 22.042
O 10.228 11.204 28.296
H 9.413 11.648 28.552
H 10.061 10.880 27.404
O 4.544 3.521 27.614
H 5.234 3.353 28.259
H 4.788 4.377 27.213
O -0.193 6.932 26.210
H 0.167 6.492 25.434
H 0.509 6.887 26.882
O 7.132 12.092 24.514
H 7.049 12.111 25.475
H 7.256 13.013 24.261
O 3.892 9.790 31.193
H 4.536 9.728 31.909
H 3.188 10.358 31.524
O 2.166 5.857 27.655
H 2.068 5.917 26.701
H 3.106 6.051 27.798
O 3.523 7.306 30.031
H 3.552 8.221 30.390
H 3.939 7.374 29.142
O 4.941 13.609 26.050
H 4.409 14.181 26.612
H 4.502 12.750 26.089
O 4.839 6.678 23.638
H 4.198 7.387 23.526
H 4.915 6.566 24.633
O 5.767 6.828 32.063
H 5.303 7.074 32.869
H 5.154 7.060 31.344
O 8.220 2.944 28.015
H 7.669 2.870 28.801
H 7.910 2.244 27.429
O 10.435 7.558 29.388
H 9.648 7.131 29.740
H 10.241 7.670 28.451
O 10.055 5.077 27.525
H 9.448 5.024 26.775
H 9.746 4.386 28.124
O 8.912 5.292 24.313
H 8.698 5.929 23.608
H 8.055 4.874 24.510
O 1.942 10.253 23.195
H 1.810 11.160 22.904
H 2.611 10.309 23.887
O 6.500 4.201 25.195
H 5.821 3.518 25.206
H 6.091 4.941 25.695
O 0.783 8.228 29.590
H 1.634 7.754 29.685
H 0.900 8.789 28.818
O 7.209 7.219 22.267
H 6.382 7.040 22.774
H 7.231 8.179 22.169
O 11.375 6.809 24.456
H 11.406 6.266 23.664
H 10.462 6.708 24.762
*
```

Calculated values
Gap between HOMO and LUMO = 0.2179 Ha
HOMO = -4.48 eV
F_max = 2.191 eV/Å
Relative energy (zero: lowest compared OMol25 entry of this formula, charge and spin) = 12.2 kcal per mole

Formula: CHFNO5S
Source: the Open Molecules 2025 dataset
Level of theory: ωB97M-V with the def2-TZVPD basis set

```
! wB97M-V def2-TZVPD RIJCOSX def2/J DEFGRID3
* xyz -1 3
C 0.349 -0.505 -0.078
N 1.016 0.186 0.997
O 1.727 1.098 0.597
O -1.928 -0.190 -1.553
O 0.847 -0.178 2.126
O -1.756 0.698 0.641
O -0.648 1.854 -1.139
F -0.292 -1.598 0.483
S -1.176 0.614 -0.651
H 1.860 -1.980 -1.423
*
```

Calculated values
Gap between HOMO and LUMO (spin up / spin down) = 0.3551 / 0.2720 Ha
HOMO (spin up / spin down) = -5.84 / -6.03 eV
F_max = 3.672 eV/Å

Formula: C18H31Br4MnO10
Source: the Open Molecules 2025 dataset
Level of theory: ωB97M-V with the def2-TZVPD basis set

```
! wB97M-V def2-TZVPD RIJCOSX def2/J DEFGRID3
* xyz 1 6
Mn 46.212 -3.187 -5.458
C 42.514 -4.596 -2.954
C 43.702 -4.811 -3.811
O 44.573 -3.813 -4.279
H 42.129 -5.548 -2.589
H 41.670 -4.088 -3.420
H 42.702 -3.946 -2.100
H 43.355 -5.443 -4.629
H 44.435 -5.496 -3.385
Br 38.559 -6.559 -5.519
C 39.657 -6.891 -3.904
C 40.102 -8.367 -4.079
Br 41.648 -8.811 -2.968
H 38.981 -6.812 -3.053
H 40.367 -6.065 -3.866
H 40.456 -8.589 -5.086
H 39.220 -8.949 -3.812
Br 43.083 -2.181 0.037
C 44.935 -1.709 0.307
C 45.702 -1.830 -1.031
Br 47.629 -1.317 -0.890
H 45.283 -2.367 1.104
H 44.969 -0.659 0.595
H 45.218 -1.278 -1.837
H 45.609 -2.829 -1.458
C 44.563 -7.987 -0.423
C 45.466 -6.772 -0.313
C 44.640 -5.526 -0.086
O 45.135 -4.930 1.096
C 46.122 -5.697 1.641
O 46.703 -5.431 2.698
O 46.296 -6.789 0.896
H 43.903 -7.889 -1.285
H 43.822 -8.281 0.320
H 45.179 -8.875 -0.566
H 46.010 -6.701 -1.255
H 43.582 -5.737 0.073
H 44.707 -4.888 -0.967
C 47.664 -7.339 -5.230
C 47.127 -7.882 -3.918
C 46.275 -9.153 -4.118
O 46.527 -9.821 -2.887
C 47.709 -9.324 -2.308
O 48.236 -9.771 -1.315
O 48.122 -8.292 -3.109
H 48.443 -6.589 -5.094
H 46.908 -6.872 -5.861
H 47.953 -8.187 -5.850
H 46.447 -7.268 -3.328
H 46.575 -9.791 -4.949
H 45.226 -8.855 -4.143
C 42.979 -8.513 -6.703
C 43.732 -7.733 -7.807
C 42.927 -6.548 -8.348
O 43.622 -5.351 -8.078
C 44.740 -5.654 -7.458
O 45.616 -4.855 -7.050
O 44.830 -7.011 -7.309
H 43.494 -9.436 -6.436
H 42.011 -8.798 -7.116
H 42.587 -8.007 -5.821
H 44.061 -8.348 -8.644
H 41.936 -6.568 -7.895
H 42.869 -6.865 -9.390
*
```

Calculated values
Gap between HOMO and LUMO (spin up / spin down) = 0.2181 / 0.2180 Ha
HOMO (spin up / spin down) = -12.44 / -12.41 eV
F_max = 4.766 eV/Å

Formula: C5H12AlNOP
Source: the Open Molecules 2025 dataset
Level of theory: ωB97M-V with the def2-TZVPD basis set

```
! wB97M-V def2-TZVPD RIJCOSX def2/J DEFGRID3
* xyz -1 1
C 1.197 2.316 1.418
C 0.183 1.643 1.525
C -1.237 1.010 1.512
C -1.347 -0.359 0.713
C -0.254 -1.448 1.109
Al 1.202 -1.772 -0.294
P 0.945 -0.529 -2.277
N 0.534 1.138 -1.731
O -0.382 -1.131 -3.226
H 2.088 2.960 1.613
H -1.591 0.922 2.591
H -1.978 1.724 1.021
H -2.370 -0.799 0.974
H -1.368 -0.186 -0.403
H 0.238 -1.223 2.116
H -0.818 -2.428 1.270
H 1.349 -3.328 -0.675
H 2.638 -1.323 0.303
H 0.353 1.733 -2.546
H 1.401 1.475 -1.284
H -0.781 -0.395 -3.728
*
```

Calculated values
Gap between HOMO and LUMO = 0.2329 Ha
HOMO = -2.73 eV
F_max = 1.862 eV/Å

Formula: C6H8DyN2O5
Source: the Open Molecules 2025 dataset
Level of theory: ωB97M-V with the def2-TZVPD basis set

```
! wB97M-V def2-TZVPD RIJCOSX def2/J DEFGRID3
* xyz 3 6
Dy -0.849 -0.654 -0.423
O -3.030 -2.793 1.436
C -2.319 -2.092 0.853
C 0.515 -0.436 -2.449
O 1.223 -0.366 -3.365
C -2.499 0.902 -1.474
O -3.257 1.631 -1.919
C 0.598 -2.536 -0.771
O 1.299 -3.430 -0.963
H -3.229 -3.359 -3.891
H -2.746 -3.060 -4.375
C 0.210 2.568 2.202
N 1.516 1.979 1.926
C 1.549 0.889 1.185
N 2.647 0.156 0.802
O 0.408 0.441 0.751
H -0.551 2.077 1.596
H 0.195 3.607 1.927
H -0.062 2.430 3.235
H 2.338 2.387 2.391
H 2.410 -0.655 0.247
H 3.633 0.313 1.076
*
```

Calculated values
Gap between HOMO and LUMO (spin up / spin down) = 0.2503 / 0.2564 Ha
HOMO (spin up / spin down) = -21.02 / -21.03 eV
F_max = 7.417 eV/Å

Formula: C20H37BFN6O4P
Source: the Open Molecules 2025 dataset
Level of theory: ωB97M-V with the def2-TZVPD basis set

```
! wB97M-V def2-TZVPD RIJCOSX def2/J DEFGRID3
* xyz 0 1
C 2.913 0.656 2.747
C 1.511 1.174 2.962
O 0.723 0.571 3.649
N 1.212 2.426 2.282
B -0.086 2.474 1.627
F -0.133 2.181 0.354
P -1.794 2.938 2.429
N -1.946 2.416 3.892
O -2.922 2.400 1.431
O -1.941 4.542 2.413
C 1.488 3.599 3.104
C 2.533 4.510 2.544
O 0.943 3.813 4.152
H 2.822 -0.414 2.724
H 3.504 0.928 3.611
H 3.323 1.053 1.831
H -2.724 1.775 3.964
H -3.715 2.232 1.952
H -1.507 4.843 3.220
H 2.295 4.784 1.527
H 3.489 4.006 2.554
H 2.576 5.386 3.171
C 0.654 -0.253 -1.624
C 0.094 -0.994 -0.416
C 1.169 -1.751 0.374
C 1.815 -2.766 -0.459
N 2.318 -3.549 -1.127
H 1.094 -0.944 -2.346
H -0.138 0.296 -2.134
H 1.420 0.465 -1.322
H -0.677 -1.694 -0.741
H -0.387 -0.277 0.251
H 0.726 -2.242 1.241
H 1.932 -1.059 0.731
C 3.510 -8.717 -3.439
C 2.945 -7.408 -2.898
C 3.669 -6.917 -1.640
C 3.553 -7.897 -0.558
N 3.462 -8.676 0.278
H 3.398 -9.527 -2.719
H 2.988 -9.012 -4.349
H 4.571 -8.617 -3.677
H 1.884 -7.536 -2.678
H 3.022 -6.635 -3.664
H 3.239 -5.974 -1.303
H 4.727 -6.752 -1.848
C 1.033 2.979 -4.010
C 2.531 3.190 -4.199
C 3.374 2.359 -3.225
C 3.075 2.717 -1.838
N 2.812 2.998 -0.758
H 0.707 3.293 -3.018
H 0.471 3.561 -4.740
H 0.765 1.928 -4.139
H 2.768 4.247 -4.073
H 2.811 2.919 -5.218
H 4.437 2.522 -3.399
H 3.171 1.295 -3.357
C -8.743 1.941 1.050
C -7.639 0.891 0.986
C -6.972 0.644 2.345
C -6.350 1.868 2.856
N -5.880 2.835 3.254
H -8.351 2.913 1.351
H -9.209 2.063 0.073
H -9.519 1.652 1.761
H -6.883 1.203 0.263
H -8.054 -0.051 0.628
H -6.202 -0.123 2.259
H -7.705 0.301 3.075
*
```

Calculated values
SMILES = CC(=O)N(B(F)P(=N)(O)O)C(C)=O.CCCC#N.CCCC#N.CCCC#N.CCCC#N
Gap between HOMO and LUMO = 0.3196 Ha
HOMO = -8.50 eV
F_max = 2.037 eV/Å

Formula: CF3IS
Source: the Open Molecules 2025 dataset
Level of theory: ωB97M-V with the def2-TZVPD basis set

```
! wB97M-V def2-TZVPD RIJCOSX def2/J DEFGRID3
* xyz 0 1
C -0.543 -0.071 -0.166
F -1.040 0.176 1.037
F -0.498 -1.384 -0.326
F -1.189 0.710 -1.072
S 3.005 1.687 -0.458
I 3.825 -0.418 0.198
*
```

Calculated values
Gap between HOMO and LUMO (spin up / spin down) = 0.3104 / 0.2316 Ha
HOMO (spin up / spin down) = -9.30 / -9.02 eV
F_max = 1.949 eV/Å
Relative energy (zero: lowest compared OMol25 entry of this formula, charge and spin) = 57.7 kcal per mole